Entry 1:
C36H65BaN3O8 | ωB97M-V with the def2-TZVPD basis set

The highest occupied orbital energy (spin up / spin down) is -7.562 / -7.559 eV. The spin multiplicity is 2. The energy comes out at -59919.6398 eV. As for the LUMO energy (spin up / spin down): -3.032 / -3.658 eV. As for the net charge: +1.

The geometry in XYZ format:
```
113
Properties=species:S:1:pos:R:3:lowdin_spin:R:1
Ba -0.8273 0.0140 0.1779 0.01
O 0.4687 2.0352 1.0745 0.00
O -2.9698 1.4568 1.6484 0.00
O -3.2389 -0.7427 -0.8706 0.00
O -1.8227 1.4724 4.5084 0.00
O -0.9373 -2.2634 -1.5088 0.00
O -1.2701 2.1104 -1.5667 0.46
O -0.8738 0.0873 3.0972 0.00
O 1.3370 -1.5403 1.1773 0.00
N -0.8091 2.4944 -2.8609 0.43
N -0.9989 0.5819 4.2292 0.00
N 1.7999 -2.7720 0.5674 0.00
C -1.1754 -3.0478 -2.3778 0.00
C -2.5452 -3.6681 -2.5633 0.00
C -2.8379 3.8272 1.4111 0.00
C 0.4935 0.4644 -3.4653 0.02
C 1.6703 -4.0375 1.3827 0.00
C -4.8297 2.5781 2.6150 0.00
C 1.5652 3.1269 -2.1782 0.02
C 1.0786 -0.5967 4.8860 0.00
C -0.4311 2.0488 -5.1967 0.00
C 0.1683 -4.3483 1.5403 0.00
C 3.0892 -2.4522 -0.1562 0.00
C -1.9661 0.5473 -4.1104 0.00
C 4.3130 -2.0820 0.7591 0.00
C -4.3360 -0.1973 -0.8863 0.00
C 2.2180 -5.2531 0.5607 0.00
C 2.7757 -1.4233 -1.2357 0.00
C -0.0248 0.2772 5.2464 0.00
C -4.5805 0.9032 -1.8725 0.00
C -0.6412 1.3664 -3.8480 0.03
C 0.9182 3.9371 2.5114 0.00
C -0.1049 -3.2010 -3.4552 0.00
C 3.5196 -4.9858 -0.0815 0.00
C -0.2899 4.8045 -1.8255 0.00
C 2.6771 2.0779 2.0427 0.00
C 0.4418 4.0953 -4.1670 0.00
C 1.0384 0.5748 7.4286 0.00
C 2.3119 -3.9836 2.7860 0.00
C -3.5057 2.5474 1.8415 0.00
C 3.3951 -3.6970 -0.9659 0.00
C -5.4525 -0.6634 0.0066 0.00
C 2.0107 -0.3212 7.1087 0.00
C 0.7594 3.0441 -5.1955 0.00
C 1.2971 2.6015 1.8349 0.00
C 0.0173 0.8852 6.4806 0.00
C 2.0780 -0.9192 5.8091 0.00
C 0.1895 3.5878 -2.7209 0.03
H 0.2074 3.6099 3.2702 0.00
H -0.6730 4.5812 -0.8298 0.00
H 2.9799 -4.8040 3.0485 0.00
H -3.9973 1.7936 -1.6376 0.00
H -1.3550 2.5054 -5.5517 0.00
H 0.8587 -2.7984 -3.1429 0.00
H 3.0627 1.7227 1.0870 0.00
H -0.0316 -5.3969 1.7606 0.00
H 4.3241 -3.6191 -1.5307 0.00
H -4.5028 0.6132 -2.9203 0.00
H -2.3857 3.6479 0.4356 0.00
H -5.6316 1.1375 -1.7037 0.00
H -3.5898 4.6162 1.3966 0.00
H 1.8053 -1.5689 -1.7104 0.00
H -3.0945 -3.4424 -1.6492 0.00
H 2.7158 1.2383 2.7367 0.00
H -3.1161 -3.1811 -3.3538 0.00
H 3.5594 -1.3980 -1.9928 0.00
H -5.1827 -0.8243 1.0503 0.00
H 1.4395 0.9871 -3.6063 0.00
H 0.5735 -0.4932 -3.9798 0.00
H 4.3821 -4.9247 0.5821 0.00
H 2.9281 -3.0970 2.9350 0.00
H 3.2673 2.9362 2.3635 0.00
H -2.0364 4.0498 2.1155 0.00
H 1.7307 4.3008 3.1405 0.00
H 0.9982 0.9749 8.4309 0.00
H -0.7693 1.5310 6.8419 0.00
H 3.7710 -5.7999 -0.7613 0.00
H 0.4569 5.5976 -1.8631 0.00
H -2.5409 -4.7487 -2.7064 0.00
H -5.3654 3.5273 2.6239 0.00
H -2.1239 -0.2466 -3.3803 0.00
H 1.0376 3.3222 -6.2121 0.00
H -1.9908 0.0970 -5.1027 0.00
H -0.3298 -3.8342 2.3623 0.00
H -2.8259 1.2141 -4.0452 0.00
H 0.1129 -4.2470 -3.6708 0.00
H -0.2319 1.2992 -5.9626 0.00
H 2.3644 3.2758 -2.9043 0.00
H -5.6092 1.8769 2.3168 0.00
H -0.3885 -4.0694 0.6457 0.00
H 1.6262 -3.9696 3.6332 0.00
H 5.1918 -1.8636 0.1523 0.00
H -4.8624 2.3975 3.6895 0.00
H 2.7330 -1.7297 5.5255 0.00
H -6.2995 0.0225 0.0213 0.00
H 4.2268 -1.1443 1.3082 0.00
H -1.1220 5.1403 -2.4443 0.00
H 2.4683 -6.1215 1.1701 0.00
H 4.5065 -2.9499 1.3895 0.00
H 2.9115 -0.4064 -0.8676 0.00
H 2.5985 -3.9875 -1.6509 0.00
H 1.5534 -5.4566 -0.2790 0.00
H 2.7638 -0.6012 7.8304 0.00
H 0.4327 0.1825 -2.4141 0.00
H 1.5983 2.4569 -4.8221 0.00
H -0.3583 4.7689 -4.4739 0.00
H 0.6340 4.6223 1.7128 0.00
H 1.5516 2.0935 -1.8317 0.00
H -0.5559 -2.5907 -4.2377 0.00
H -5.8546 -1.6272 -0.3058 0.00
H 1.1748 -1.1026 3.9366 0.00
H 1.8309 3.7711 -1.3400 0.00
H 1.2847 4.7812 -4.2511 0.00
```

Entry 2:
C36H65Cl2O21P3S5 | ωB97M-V with the def2-TZVPD basis set

The highest occupied orbital energy is -7.344 eV. The spin multiplicity is 1. The energy comes out at -188466.8315 eV. As for the LUMO energy: -0.785 eV. Its structure (SMILES) is C=Cc1c2c(c(CCCC)c(CCCCS(=O)(=O)Cl)c1P(O)Cl)C(=O)C(CCCOC)=C(PP(=O)(O)O)C2=O.CCOS(C)(=O)=O.CCOS(C)(=O)=O.CCOS(C)(=O)=O.CCOS(C)(=O)=O. As for the net charge: 0.

The geometry in XYZ format:
```
132
Properties=species:S:1:pos:R:3:mulliken_charge:R:1
Cl -0.5802 -7.1506 -2.3698 -0.23
Cl 2.8066 -4.2598 5.7028 -0.30
S -3.3440 7.3403 -0.9448 1.24
S -0.9194 -5.2258 -1.7670 0.81
S -7.6688 -4.7514 -3.8423 1.20
S 8.2962 -6.2784 -1.8953 1.30
S -0.2014 12.3944 2.3867 1.21
P -1.2860 3.3687 2.9095 0.98
P 0.9268 -3.4887 5.1585 0.08
P -0.2427 3.0893 1.0276 -0.17
O 8.1848 -5.4829 -0.7111 -0.64
O 0.3001 11.1017 2.0413 -0.59
O 0.2160 -4.4458 -2.1451 -0.44
O -7.9764 -6.1484 -3.8096 -0.64
O -0.4387 13.3858 1.3823 -0.64
O -3.8031 6.1775 -0.2393 -0.68
O 7.2269 -7.1210 -2.3313 -0.60
O -0.4478 3.1936 4.0901 -0.67
O -1.5210 12.2232 3.2617 -0.25
O -2.1157 -4.7738 -2.4129 -0.40
O 0.5336 -2.5306 6.4341 -0.40
O -4.1106 7.4341 -2.3369 -0.28
O 9.6395 -7.1334 -1.8342 -0.30
O 1.9430 1.8468 3.2360 -0.50
O -6.3515 -4.4942 -2.9877 -0.27
O -2.6189 2.4314 3.0379 -0.50
O -7.5651 -4.0481 -5.0823 -0.61
O -2.0843 1.8743 -1.9393 -0.20
O 2.8470 -0.5468 -0.8050 -0.58
O -3.3368 8.6292 -0.3299 -0.55
O -1.8082 4.9140 2.8917 -0.45
C 2.1952 -3.2043 0.0201 1.17
C 3.6339 -5.7305 -1.0185 -0.93
C -2.8889 10.5147 2.1564 -0.82
C -5.5506 7.3892 -2.3220 -0.36
C 0.8728 1.6359 1.0879 1.13
C -2.7602 11.9662 2.5722 -0.45
C 3.7499 -3.3264 -0.1074 -0.95
C 0.9526 -0.2654 4.8833 -0.85
C 1.5350 -0.3776 2.4638 0.68
C -2.5500 2.4449 -3.1438 -0.68
C 1.3002 -2.4347 3.6916 1.16
C 1.5726 -4.6660 2.5033 -1.18
C 1.2828 -1.0450 3.6426 0.87
C 0.8106 13.0803 3.6549 -0.93
C 0.6226 1.2525 -1.4009 -1.66
C 9.0845 -9.2467 -0.7235 -0.98
C 1.1544 0.9512 -0.0185 -0.17
C 8.7800 -5.2413 -3.2345 -0.97
C 1.4899 1.1278 2.3744 -0.51
C 9.8679 -7.9497 -0.6701 -0.34
C -1.2271 -5.1775 -0.0080 -0.92
C 1.8608 -2.4875 1.3148 0.54
C 0.0775 -5.1054 2.2194 -1.10
C 1.5885 -3.1335 2.5205 0.60
C -1.8106 0.4854 -2.0319 -0.85
C -0.3167 0.1030 -1.8555 0.10
C -1.7419 7.0215 -1.5998 -0.90
C -5.1800 -5.2821 -3.2911 -0.14
C -8.7834 -3.8860 -2.7870 -0.93
C 4.2708 -4.7698 0.0278 -0.44
C -0.1338 -5.8397 0.8660 -0.39
C -6.1562 8.7249 -1.9380 -0.96
C 1.9596 0.1258 5.7579 -0.77
C 2.0408 -0.2720 0.0616 -0.64
C -4.4454 -4.7655 -4.5096 -1.00
C 1.8147 -1.0996 1.3126 0.44
H 1.7125 -4.1751 0.0305 -1.81
H 2.6598 0.9360 5.5543 0.27
H -4.5329 -5.2096 -2.4206 0.10
H 4.2299 -2.7404 0.6848 0.33
H 3.6624 -6.7525 -0.6255 0.25
H 1.8205 -5.0846 3.4737 0.33
H -7.2381 8.7024 -2.0712 0.40
H -1.0448 6.9735 -0.7651 0.40
H -4.2530 -3.6963 -4.4193 0.24
H 7.9372 -4.5946 -3.4693 0.37
H 1.3475 -2.3891 6.9415 0.26
H -5.0347 -4.9144 -5.4152 0.40
H -1.7593 6.0720 -2.1289 0.22
H -0.2884 -5.6999 3.0576 0.45
H 2.5914 -5.5014 -1.2635 0.13
H -5.8981 6.5918 -1.6628 0.30
H 5.3643 -4.7751 -0.1481 0.34
H -5.4511 -6.3331 -3.4077 0.32
H 1.8549 -2.6545 -0.8539 0.65
H -0.5482 -4.2064 2.1851 0.52
H -2.1667 10.2620 1.3827 0.28
H -3.4973 -5.2871 -4.6300 0.34
H -3.5537 12.2190 3.2741 0.27
H 1.5019 1.2234 -2.0563 0.28
H -8.8100 -4.3841 -1.8216 0.31
H -5.8538 7.1266 -3.3341 0.29
H -0.5176 -6.8363 1.1092 0.58
H -0.0761 0.0499 5.0866 0.31
H 2.1793 -5.0581 1.6959 -0.32
H -5.9467 8.9665 -0.8960 0.24
H 0.7909 -6.0232 0.3116 0.21
H 9.6422 -7.3871 0.2374 0.33
H 4.1028 -2.8794 -1.0401 0.44
H 9.2527 -9.7592 -1.6708 0.26
H -1.4413 -4.1436 0.2751 0.43
H -2.8625 12.6346 1.7155 0.34
H -3.3299 3.0380 3.2939 0.31
H -3.8857 10.3164 1.7642 0.34
H -2.4118 4.9869 2.1294 0.29
H 0.0716 -0.3121 -2.7886 0.43
H -1.2680 2.6908 0.1319 0.05
H -2.9724 3.4253 -2.8958 0.10
H 9.3823 -9.9029 0.0948 0.39
H -0.2743 -0.7245 -1.1380 -0.14
H -2.1642 -5.7226 0.1406 0.49
H 9.6367 -4.6482 -2.9264 0.32
H 10.9349 -8.1660 -0.6589 0.28
H -1.7158 2.6357 -3.8338 0.30
H 8.0135 -9.0627 -0.6395 0.29
H -5.7385 9.5262 -2.5476 0.27
H 2.0634 -0.4008 6.7113 0.18
H -3.3523 1.8711 -3.6188 0.35
H 0.8492 12.3831 4.4879 0.31
H -2.4278 -0.0887 -1.3321 0.37
H 4.1374 -5.1412 1.0480 0.29
H 0.2064 2.2529 -1.4981 0.93
H -9.7654 -3.9142 -3.2540 0.37
H -8.4444 -2.8583 -2.6865 0.31
H -2.1230 0.1489 -3.0289 0.38
H 1.8051 13.2241 3.2383 0.37
H 9.0252 -5.8651 -4.0901 0.32
H -2.7015 9.8539 3.0036 0.28
H 4.1804 -5.7277 -1.9651 0.37
H -1.4689 7.8340 -2.2682 0.34
H 0.3887 14.0332 3.9630 0.31
```

Entry 3:
C36H66B2F10N13O4S2 | ωB97M-V with the def2-TZVPD basis set

As for the relative energy (zero: lowest compared OMol25 entry of this formula, charge and spin): 76.14 kJ/mol. The highest occupied orbital energy is -14.598 eV. The spin multiplicity is 1. The energy comes out at -116151.9468 eV. As for the LUMO energy: -6.027 eV. As for the net charge: +3.

The geometry in XYZ format:
```
133
Properties=species:S:1:pos:R:3:mulliken_charge:R:1
S 16.4321 11.0377 21.0909 1.32
S 16.4988 11.9470 23.6273 1.05
F 11.7975 12.9728 17.2374 -0.28
F 16.7234 13.5960 13.5598 -0.32
F 12.0895 10.6486 17.1331 -0.32
F 14.4548 13.1520 13.6035 0.17
F 17.3978 11.2731 19.8660 -0.30
F 17.6489 12.1595 24.4090 -0.13
F 15.7875 12.0116 12.1948 -0.27
F 13.5681 12.0513 16.1730 0.18
F 13.5071 11.9925 18.4232 0.35
F 15.9587 11.6215 14.2852 0.20
O 15.2725 11.8714 20.7844 -0.16
O 15.7281 10.9381 24.3370 -0.62
O 16.2562 9.5982 20.9022 -0.74
O 15.8330 13.2287 23.3609 -0.56
N 9.2795 11.8505 14.0209 0.19
N 13.0768 15.7751 15.2308 0.42
N 17.3566 14.2023 17.6838 0.19
N 12.5013 8.8141 13.7261 0.18
N 10.9020 12.8134 12.9324 0.30
N 16.4802 15.0804 19.4495 0.40
N 14.2618 8.3864 22.9584 0.43
N 12.9132 9.1732 11.6536 0.30
N 16.8341 8.4431 14.8160 0.14
N 12.8638 9.8413 22.0866 0.25
N 17.3937 11.2775 22.2912 -0.63
N 15.9951 8.6618 16.7869 0.44
N 11.0104 16.4322 15.3135 0.16
C 9.5740 16.3870 15.5746 -0.23
C 13.0015 9.2620 10.1856 -0.53
C 11.9008 15.5696 15.7820 -0.24
C 17.5192 15.0435 18.6793 -0.14
C 16.4240 7.2074 15.1974 -0.54
C 13.3761 9.9169 13.6753 0.41
C 12.8996 16.8376 14.2883 -0.41
C 7.4703 12.0233 15.7355 -1.08
C 13.7595 7.8426 21.7979 -0.62
C 18.2662 14.0129 16.5623 -0.81
C 16.6974 7.9171 12.3402 -1.39
C 15.4604 9.2547 18.0245 -0.73
C 14.4169 8.9703 9.7354 -0.98
C 14.3671 15.1183 15.5761 -1.01
C 13.7074 9.5855 23.0654 -0.63
C 15.8607 7.3071 16.4247 -0.59
C 15.5426 14.1443 18.9318 -0.50
C 11.3422 12.6107 14.2115 -0.60
C 16.1094 13.5591 17.8510 -0.42
C 14.6244 6.9405 24.9281 -1.12
C 17.3784 8.7354 13.4678 -0.10
C 16.2219 15.9020 20.5924 -0.41
C 10.3147 12.0661 14.9206 -1.35
C 13.7254 10.0675 12.3715 -1.16
C 12.1721 11.0851 21.6862 -0.80
C 11.9419 8.1859 14.9254 -0.76
C 16.5681 9.2888 15.7953 -0.44
C 11.6918 13.4257 11.8622 -0.51
C 11.6329 17.2143 14.3502 -0.86
C 17.2852 15.7935 21.6935 -1.03
C 9.6751 12.3532 12.8790 -0.39
C 12.8784 8.7464 21.2437 -0.45
C 15.2906 7.6757 23.8427 -0.43
C 7.9327 11.4032 14.4376 -0.53
C 12.2695 8.4211 12.4881 -0.27
C 9.2653 15.6694 16.8820 -1.13
B 15.7032 12.6387 13.3796 -0.69
B 12.6903 11.8889 17.2892 -0.26
H 11.7935 14.7653 16.4880 0.52
H 12.7276 10.2605 9.9055 0.19
H 14.9742 15.1302 14.6920 0.47
H 12.4570 7.2448 15.0545 0.38
H 12.3366 8.6687 20.3108 0.52
H 9.6838 14.6424 16.9310 0.13
H 10.2034 11.6826 15.8928 1.17
H 15.4104 6.5105 25.5455 0.40
H 13.9599 10.2437 23.8973 0.79
H 14.7821 15.5813 16.4398 0.65
H 13.7008 17.2160 13.7062 0.57
H 9.0704 12.4401 11.9931 0.57
H 14.0585 14.1457 15.9468 -0.23
H 12.2097 8.6244 9.7933 0.52
H 16.6439 10.3698 15.7762 0.67
H 6.4408 11.6806 15.8528 0.41
H 18.3973 15.6542 18.8139 0.43
H 10.9030 8.0499 14.6737 0.35
H 15.2032 9.6832 10.0680 0.24
H 14.5273 7.9400 10.1300 0.27
H 12.1029 8.7747 15.8396 0.14
H 16.0572 8.9408 18.8533 0.84
H 15.3524 6.5714 17.0482 0.52
H 17.1582 6.9310 12.2458 0.43
H 15.6289 7.8325 12.5020 0.33
H 14.3623 10.8299 11.9188 1.02
H 16.1814 16.9550 20.3059 0.36
H 17.3075 9.7908 13.2708 0.04
H 14.0036 7.6079 25.5163 0.33
H 14.3978 8.8296 8.6446 0.49
H 9.8991 16.1570 17.6507 0.42
H 19.2104 14.4170 16.8897 0.36
H 14.3723 9.2013 18.0791 0.28
H 13.6987 10.5154 14.5613 -0.40
H 12.3524 12.8000 14.5142 0.55
H 12.0194 14.4415 11.9848 0.23
H 8.2053 15.6917 17.1894 0.40
H 11.1077 10.9093 21.7867 0.34
H 9.0675 15.7764 14.8683 0.25
H 14.1016 6.8816 21.4716 0.48
H 18.2766 15.8963 21.2675 0.41
H 12.3753 11.4218 20.6752 0.15
H 14.0401 6.1224 24.4589 0.31
H 8.0242 10.3136 14.4910 0.27
H 7.9825 11.7170 16.6216 0.41
H 15.9633 8.4336 24.2538 0.24
H 15.8023 12.8091 17.1121 -0.07
H 16.5686 6.3735 14.5200 0.51
H 17.9580 14.5840 15.6942 0.35
H 16.8593 8.5070 11.4425 0.41
H 9.0147 17.2984 15.5932 0.45
H 7.5528 13.0982 15.5795 0.24
H 17.1540 14.8489 22.2029 0.09
H 17.0942 16.6335 22.3918 0.39
H 11.1335 13.4139 10.9352 0.40
H 12.6241 11.8535 22.3101 0.34
H 15.3419 15.6990 21.1693 0.24
H 7.2412 11.5812 13.6243 0.45
H 15.9329 7.0091 23.2624 0.37
H 11.5364 7.7214 12.1284 0.51
H 12.5873 12.8318 11.7267 0.11
H 18.3964 12.9611 16.2938 0.26
H 15.7421 10.3105 17.9680 -0.39
H 11.0731 17.9493 13.8024 0.52
H 14.5906 14.0505 19.4152 0.61
H 18.4937 8.5828 13.5265 0.37
```

- Which value of spin multiplicity does entry 2 give?
  1

- Among the records above, which one has the highest energy?
  C36H65BaN3O8